1) Molecular formula: C28H47MnN6O4Se
Method: DFT, wB97M-V/def2-TZVPD

The geometry in XYZ format:
```
87
Properties=species:S:1:pos:R:3:lowdin_spin:R:1
Mn -0.174 0.374 -0.563 4.587
C -2.102 1.891 -3.789 0.001
C -1.798 0.442 -3.418 0.005
C -3.129 -0.045 -2.713 0.001
C -3.406 -1.336 -1.894 0.001
C -3.128 -2.622 -2.659 0.000
C -4.844 -1.288 -1.403 0.000
N -2.452 -1.340 -0.669 0.022
C -2.791 -1.164 0.788 0.001
C -1.534 -0.898 1.668 0.007
N -0.898 0.428 1.482 0.045
C -1.862 1.491 1.772 0.004
C -2.702 1.795 0.521 0.005
O -3.805 2.289 0.640 0.005
O -2.108 1.482 -0.583 0.050
C 0.480 0.597 2.050 0.016
C 0.520 0.282 3.544 0.004
C 1.108 2.017 1.844 0.004
C 1.405 2.779 0.481 0.008
C 1.198 4.272 0.733 0.002
C 2.839 2.526 0.038 0.001
N 0.470 2.328 -0.583 0.040
C 0.588 2.636 -2.042 0.010
C 0.591 1.372 -2.945 0.014
N -0.444 0.286 -2.730 0.045
C 0.151 -1.035 -3.096 0.006
C 0.312 -2.059 -1.958 0.009
O 0.474 -3.221 -2.265 0.008
O 0.207 -1.620 -0.734 0.055
H -3.035 1.918 -4.351 0.000
H -1.338 2.333 -4.424 0.000
H -2.244 2.494 -2.893 0.000
H -1.705 -0.121 -4.351 0.001
H -3.829 -0.119 -3.549 0.000
H -3.474 0.784 -2.100 0.000
H -3.714 -2.624 -3.578 0.000
H -3.422 -3.495 -2.074 0.000
H -2.077 -2.735 -2.929 0.000
H -5.513 -1.344 -2.262 0.000
H -5.060 -0.360 -0.873 0.000
H -5.068 -2.138 -0.756 0.000
H -1.803 -2.128 -0.740 0.000
H -1.897 -0.531 -0.916 0.009
H -3.243 -2.091 1.134 0.000
H -3.533 -0.374 0.875 0.000
H -0.786 -1.671 1.477 0.000
H -1.884 -1.014 2.700 0.002
H -1.346 2.410 2.044 0.000
H -2.520 1.237 2.607 0.001
H 1.105 -0.151 1.535 0.006
H -0.138 0.959 4.094 0.001
H 1.530 0.389 3.935 0.000
H 0.208 -0.744 3.740 0.000
H 2.081 1.917 2.329 0.000
H 0.559 2.705 2.493 0.000
H 1.852 4.626 1.531 0.000
H 0.166 4.483 1.024 0.000
H 1.427 4.846 -0.167 0.000
H 3.523 2.781 0.849 0.000
H 3.108 3.157 -0.810 0.000
H 2.990 1.489 -0.265 0.001
H -0.454 2.668 -0.338 0.004
H 1.530 3.140 -2.259 0.001
H -0.213 3.319 -2.316 0.000
H 1.546 0.877 -2.753 0.002
H 0.612 1.697 -3.987 0.002
H 1.146 -0.909 -3.526 0.000
H -0.451 -1.519 -3.863 0.000
C 2.434 -3.502 0.221 0.000
N 2.975 -2.333 0.894 0.000
C 3.538 -1.259 0.293 0.001
Se 3.643 -0.865 -1.494 0.008
N 4.040 -0.476 1.284 0.000
C 3.812 -1.046 2.528 0.000
C 4.134 -0.650 3.816 0.000
C 3.724 -1.482 4.847 0.000
C 3.022 -2.663 4.597 0.000
C 2.709 -3.061 3.304 0.000
C 3.120 -2.229 2.275 0.000
H 2.545 -3.368 -0.851 0.000
H 1.375 -3.610 0.442 0.000
H 2.985 -4.384 0.547 0.000
H 4.585 0.344 1.081 0.000
H 4.689 0.258 4.010 0.000
H 3.960 -1.215 5.868 0.000
H 2.726 -3.288 5.428 0.000
H 2.182 -3.985 3.109 0.000
```

Properties
- HOMO (spin up / spin down): -0.3715 / -0.3717 Ha
- Multiplicity: 6
- Charge: +1
- Frontier orbital gap (spin up / spin down): 8.2 / 8.2 eV

2) Molecular formula: C28H47MnN6O4Se
Method: DFT, wB97M-V/def2-TZVPD

The geometry in XYZ format:
```
87
Properties=species:S:1:pos:R:3:lowdin_spin:R:1
Mn -0.154 0.787 -0.276 4.588
C -2.004 1.690 -3.772 0.000
C -1.600 0.309 -3.268 0.005
C -2.919 -0.256 -2.603 0.001
C -3.126 -1.420 -1.584 0.001
C -2.841 -2.804 -2.146 0.000
C -4.556 -1.320 -1.073 0.000
N -2.159 -1.168 -0.403 0.017
C -2.478 -1.261 1.061 0.001
C -1.319 -0.720 1.940 0.007
N -0.993 0.710 1.715 0.044
C -2.183 1.547 1.907 0.005
C -2.962 1.696 0.589 0.005
O -4.151 1.935 0.614 0.005
O -2.232 1.529 -0.473 0.050
C 0.275 1.208 2.353 0.013
C 0.174 1.228 3.876 0.004
C 0.718 2.635 1.868 0.006
C 1.333 2.994 0.469 0.010
C 1.745 4.465 0.511 0.003
C 2.548 2.121 0.164 0.011
N 0.288 2.777 -0.576 0.042
C 0.509 2.832 -2.046 0.010
C 0.669 1.453 -2.744 0.013
N -0.315 0.341 -2.471 0.044
C 0.407 -0.960 -2.633 0.004
C 0.580 -1.686 -1.303 0.011
O 0.328 -2.883 -1.225 0.008
O 0.874 -0.943 -0.289 0.060
H -2.889 1.587 -4.400 0.000
H -1.233 2.155 -4.385 0.000
H -2.267 2.341 -2.939 0.000
H -1.385 -0.307 -4.147 0.001
H -3.532 -0.547 -3.460 0.000
H -3.414 0.604 -2.157 0.000
H -3.533 -2.998 -2.965 0.000
H -2.998 -3.572 -1.386 0.000
H -1.823 -2.906 -2.514 0.000
H -5.238 -1.431 -1.915 0.000
H -4.755 -0.351 -0.610 0.000
H -4.778 -2.119 -0.364 0.000
H -1.334 -1.751 -0.569 0.001
H -1.986 -0.158 -0.559 0.005
H -2.631 -2.308 1.317 0.000
H -3.407 -0.723 1.236 0.000
H -0.417 -1.310 1.766 0.000
H -1.643 -0.888 2.974 0.002
H -1.900 2.549 2.227 0.000
H -2.842 1.149 2.682 0.001
H 1.044 0.474 2.077 0.003
H -0.547 1.974 4.214 0.000
H 1.140 1.469 4.319 0.000
H -0.127 0.254 4.261 0.000
H 1.492 2.924 2.582 0.001
H -0.099 3.338 2.054 0.000
H 2.521 4.637 1.257 0.001
H 0.892 5.102 0.754 0.000
H 2.140 4.776 -0.457 0.000
H 3.296 2.270 0.944 0.001
H 3.009 2.393 -0.787 0.000
H 2.319 1.050 0.123 0.005
H -0.552 3.293 -0.344 0.004
H 1.417 3.390 -2.288 0.001
H -0.324 3.386 -2.470 0.000
H 1.629 1.050 -2.410 0.002
H 0.776 1.635 -3.818 0.002
H 1.407 -0.804 -3.040 0.000
H -0.130 -1.616 -3.314 0.000
C 3.184 -3.993 -0.629 0.000
N 3.310 -2.783 0.163 0.000
C 3.786 -1.594 -0.273 0.000
Se 4.180 -1.065 -1.979 0.000
N 3.840 -0.778 0.812 0.000
C 3.331 -1.412 1.933 0.000
C 3.116 -0.992 3.235 0.000
C 2.536 -1.908 4.104 0.000
C 2.191 -3.193 3.681 0.000
C 2.415 -3.612 2.377 0.000
C 2.989 -2.696 1.512 0.000
H 3.487 -3.761 -1.646 0.000
H 2.150 -4.330 -0.628 0.000
H 3.839 -4.761 -0.218 0.000
H 4.225 0.148 0.747 0.000
H 3.403 -0.003 3.568 0.000
H 2.361 -1.624 5.133 0.000
H 1.750 -3.881 4.390 0.000
H 2.152 -4.609 2.050 0.000
```

Properties
- HOMO (spin up / spin down): -0.3616 / -0.3617 Ha
- Multiplicity: 6
- Charge: +1
- Frontier orbital gap (spin up / spin down): 7.9 / 7.9 eV

Energetically preferred structure: 2) | next structure: +46.2 kJ/mol

1) Molecular formula: C6H13NO
Method: DFT, wB97M-V/def2-TZVPD

The geometry in XYZ format:
```
21
Properties=species:S:1:pos:R:3:lowdin_spin:R:1
C -0.055 -2.672 -0.582 0.009
C 0.132 -2.089 0.789 0.006
C 0.013 -0.575 1.058 0.017
C -0.415 0.193 -0.202 0.077
C -1.674 0.481 -0.358 0.086
C 1.700 0.762 -1.207 0.373
N 0.500 0.267 -1.231 0.241
H -1.057 -2.604 -0.975 0.002
H 0.678 -2.436 -1.372 0.005
H 0.182 -3.783 -0.585 0.001
H -0.641 -2.709 1.470 0.001
H 1.133 -2.424 1.038 0.004
H -0.673 -0.267 1.902 0.005
H 1.051 -0.126 1.367 0.005
H -2.101 0.811 -1.346 0.013
H -2.473 0.363 0.232 0.019
H 2.252 0.798 -2.113 0.054
H 2.195 1.234 -0.385 0.057
H -0.954 2.941 1.620 0.005
H -0.108 3.165 0.367 0.006
O -0.149 3.321 1.301 0.014
```

Properties
- HOMO (spin up / spin down): 0.0067 / -0.1193 Ha
- Multiplicity: 2
- Charge: -1
- Frontier orbital gap (spin up / spin down): 3.8 / 7.2 eV

2) Molecular formula: C6H13NO
Method: DFT, wB97M-V/def2-TZVPD

The geometry in XYZ format:
```
21
Properties=species:S:1:pos:R:3:lowdin_spin:R:1
C -0.308 0.011 1.153 0.011
N -1.723 -0.252 1.188 0.001
C -2.628 0.641 0.550 0.002
C -3.217 0.379 -0.667 0.001
O -4.026 1.096 -1.306 0.002
C 0.234 -0.111 -0.284 0.006
C 2.643 -0.420 -1.136 0.081
C 1.662 0.466 -0.378 0.033
H 0.215 -0.767 1.727 0.016
H 0.016 0.987 1.559 0.000
H -2.034 -0.658 2.055 0.000
H -2.806 1.643 0.956 0.000
H 2.621 -1.591 1.103 0.735
H -2.827 -0.575 -1.113 0.000
H 0.280 -1.181 -0.497 0.003
H -0.451 0.407 -0.946 0.000
H 2.618 -1.391 -0.629 0.078
H 3.664 -0.041 -1.142 0.001
H 2.359 -0.635 -2.167 0.003
H 1.688 1.512 -0.690 0.000
H 2.022 0.481 0.661 0.028
```

Properties
- HOMO (spin up / spin down): -0.0784 / -0.0778 Ha
- Multiplicity: 2
- Charge: -1
- Frontier orbital gap (spin up / spin down): 5.8 / 3.8 eV

3) Molecular formula: C6H13NO
Method: DFT, wB97M-V/def2-TZVPD

The geometry in XYZ format:
```
21
Properties=species:S:1:pos:R:3:lowdin_spin:R:1
C 0.262 1.861 -2.325 0.177
N -0.611 1.399 -1.235 0.028
C -0.185 0.293 -0.527 0.046
C -0.388 0.117 0.789 0.054
C 0.137 -1.121 1.426 0.006
C 1.411 -1.498 1.344 0.004
C 1.909 -2.847 1.775 0.002
H 0.662 2.862 -2.187 0.034
H -0.260 1.672 -3.261 0.037
H 1.154 1.223 -2.324 0.005
H -1.162 2.095 -0.759 0.055
H 0.119 -0.509 -1.189 0.004
H -0.738 0.929 1.419 0.020
H -0.601 -1.756 1.897 0.002
H 2.223 -0.789 1.210 0.002
H 2.899 -2.845 2.236 0.000
H 1.252 -3.384 2.468 0.000
H 2.006 -3.479 0.894 0.001
H -3.484 2.707 -0.492 0.126
H -3.302 1.277 -0.992 0.090
O -3.303 1.794 -0.167 0.307
```

Properties
- HOMO (spin up / spin down): 0.0392 / -0.1566 Ha
- Multiplicity: 2
- Charge: -1
- Frontier orbital gap (spin up / spin down): 2.3 / 7.6 eV

Energetically preferred structure: 3) | next structure: +12.9 kJ/mol

1) Molecular formula: C4H13N3
Method: DFT, wB97M-V/def2-TZVPD

The geometry in XYZ format:
```
20
Properties=species:S:1:pos:R:3:nbo_charge:R:1
C 2.514 1.051 -0.093 0.189
N 2.261 -0.169 0.203 -0.435
C 1.087 -1.099 -0.154 -0.069
N -0.322 -0.491 0.127 -0.241
C -1.344 -1.570 -0.061 -0.433
N -0.538 0.741 -0.555 -0.465
C -1.261 1.728 0.241 -0.466
H 3.381 1.662 0.108 0.280
H 1.640 1.551 -0.474 0.232
H 3.092 -0.686 0.485 0.458
H 1.114 -1.323 -1.320 0.298
H 1.298 -2.023 0.480 0.288
H -0.512 -0.073 1.135 0.477
H -1.124 -2.315 0.602 0.244
H -2.329 -1.139 0.300 0.269
H -1.328 -1.968 -1.082 0.260
H -1.217 0.566 -1.347 0.403
H -1.455 2.601 -0.367 0.288
H -2.109 1.312 0.882 0.224
H -0.449 2.057 0.865 0.201
```

Properties
- HOMO: -0.7067 Ha
- Charge: +2
- Frontier orbital gap: 9.8 eV
- Structure (SMILES): C=[NH+]C[N@H+](C)NC

2) Molecular formula: C4H13N3
Method: DFT, wB97M-V/def2-TZVPD

The geometry in XYZ format:
```
20
Properties=species:S:1:pos:R:3:nbo_charge:R:1
C -3.035 0.600 1.310 0.201
N -2.053 -0.200 1.268 -0.422
C -0.635 0.126 1.199 -0.080
N -0.066 -0.089 -0.174 -0.228
N -0.226 -1.387 -0.580 -0.666
C 1.428 0.311 -0.187 -0.216
C 2.105 0.273 -1.562 -0.650
H -2.790 1.613 1.457 0.228
H -4.081 0.244 1.467 0.288
H -2.200 -1.163 0.973 0.468
H -0.425 1.172 1.375 0.256
H -0.017 -0.552 1.932 0.286
H -0.503 0.783 -0.961 0.490
H 0.558 -1.907 -0.175 0.397
H -0.200 -1.468 -1.618 0.424
H 1.390 1.358 0.283 0.229
H 1.865 -0.298 0.548 0.220
H 1.818 1.108 -2.162 0.247
H 3.216 0.249 -1.392 0.298
H 1.833 -0.668 -2.080 0.228
```

Properties
- HOMO: -0.7271 Ha
- Charge: +2
- Frontier orbital gap: 10.2 eV
- Structure (SMILES): C=[NH+]C[N@H+](N)CC

Energetically preferred structure: 2) | next structure: +41.3 kJ/mol

1) Molecular formula: C5H12S
Method: DFT, wB97M-V/def2-TZVPD

The geometry in XYZ format:
```
18
Properties=species:S:1:pos:R:3:nbo_charge:R:1
C 2.293 -1.524 2.734 -0.416
C 0.999 -1.798 2.551 -0.154
C 0.431 -3.177 2.642 -0.656
H 2.614 -0.581 3.158 0.206
H 2.980 -2.366 2.742 0.185
H 0.212 -1.043 2.543 0.189
H 1.280 -3.797 2.935 0.205
H -0.422 -3.374 3.285 0.225
H 0.159 -3.578 1.654 0.216
C -1.764 3.119 -3.075 -0.606
C -0.950 2.168 -2.146 -0.565
S -1.012 0.446 -2.573 -0.012
H -2.745 2.708 -3.321 0.207
H -1.195 3.160 -4.004 0.203
H -1.892 4.104 -2.634 0.209
H 0.023 2.666 -2.157 0.221
H -1.170 2.383 -1.086 0.217
H 0.159 0.483 -3.247 0.127
```

Properties
- HOMO: -0.3343 Ha
- Charge: 0
- Frontier orbital gap: 10.0 eV
- Structure (SMILES): C=CC.CCS

2) Molecular formula: C5H12S
Method: DFT, wB97M-V/def2-TZVPD

The geometry in XYZ format:
```
18
Properties=species:S:1:pos:R:3:nbo_charge:R:1
C -2.455 -0.369 -0.287 -0.576
C -1.218 -0.649 0.482 -0.449
C -0.275 0.199 -0.062 -0.451
C 1.024 0.088 0.431 -0.287
C 1.960 1.247 -0.125 -0.612
H -2.079 0.055 -1.424 0.206
H -3.230 -1.486 -0.515 0.206
H -2.998 0.435 0.301 0.210
H -1.353 -0.737 1.510 0.212
H -1.022 -1.706 0.394 0.202
H -0.893 1.146 -0.031 0.217
H -0.249 -0.111 -1.057 0.215
H 1.114 0.087 1.470 0.204
H 2.022 0.940 -1.198 0.221
H 3.035 1.166 0.413 0.210
H 1.526 2.277 0.175 0.221
H 3.313 -1.062 -0.380 0.156
S 1.778 -1.522 -0.097 -0.104
```

Properties
- HOMO: -0.3354 Ha
- Charge: 0
- Frontier orbital gap: 9.8 eV

Energetically preferred structure: 1) | next structure: +235.3 kJ/mol